No. 1
93
Properties=species:S:1:pos:R:3:mulliken_charge:R:1 method="wB97M-V/def2-TZVPD" homo_lumo_gap_ha="0.234 / 0.190" total_charge=+2 e_homo_ev="-13.54 / -13.78" spin_multiplicity=5
C 0.4906 -1.7069 8.6528 -0.426
H 0.6757 -5.6091 -6.4305 0.413
H -2.5911 -3.6973 -3.2137 0.516
C -0.2864 0.9117 -4.5698 -1.026
H 0.7204 -2.1786 6.5526 0.646
C 1.1052 4.3536 -2.4289 -0.755
P 1.3815 0.5368 -3.9300 0.391
H -2.5101 2.6400 0.7723 0.611
C -3.0641 -3.2772 -1.1510 -1.091
C -0.9706 -1.4231 -1.2268 0.001
C -1.1604 -0.1195 -4.3501 -0.232
O 0.1366 1.2733 11.4217 -0.563
C 3.3281 1.4107 -8.1200 -0.413
P -0.2975 -1.5911 -3.7347 0.596
H -2.2476 -0.1098 -4.5110 0.654
C 3.2803 3.4659 -1.8276 -0.735
C 0.7482 3.1144 -2.9577 -0.343
H -0.9203 -1.5056 0.8973 0.307
H -2.5027 -1.8579 -5.6965 0.297
C -0.6264 1.7347 1.1878 -0.089
Ru -0.0367 -0.1173 2.0349 0.200
C -1.1184 -4.6183 -7.1178 -0.473
H 2.4404 -0.4610 -8.7480 0.408
H 2.2842 0.7957 2.8059 0.356
C 2.3015 0.8076 -5.5551 0.591
C -0.0126 -4.7809 -6.2751 -0.706
C -2.0391 1.6422 0.7119 -1.346
O 0.5983 -4.0359 8.3663 -0.589
C 0.6837 -0.0363 6.8863 0.373
C 2.1117 -0.0790 -6.6376 -0.230
H 4.1358 3.1931 -7.1961 0.403
C -1.4465 2.2537 3.5721 -1.336
C -2.1208 1.0472 4.2330 -1.048
H 0.1338 2.0246 0.4562 0.566
H 0.2196 -0.9884 10.6708 0.646
H -0.9774 2.8310 4.3766 0.475
C -0.3481 1.9532 2.5803 0.267
O 0.7911 -0.6520 4.6066 -0.697
H -1.2865 -5.3178 -7.9348 0.407
C -2.3606 -3.0874 -2.3450 -0.585
N 0.5143 -3.0667 9.1444 0.988
C 0.6365 -1.3807 7.2849 -0.455
H -3.6510 1.2163 2.1233 0.372
H -3.5839 0.1379 0.7283 0.491
O 0.1798 2.8286 9.8805 -0.587
H -0.2015 -0.6411 -1.2479 0.345
H 4.2557 3.6003 -1.3599 0.496
C -2.9542 0.6464 1.4815 -0.776
C 2.9384 2.2343 -2.3784 -0.663
H -1.5763 -1.1219 4.2070 0.486
H 2.2516 0.3443 1.0468 0.293
O 1.2523 1.4958 5.1686 -0.637
C -1.3642 -2.1076 -2.3947 0.583
H -2.5904 -1.4671 2.0621 0.627
H -2.8728 -3.4306 -7.5644 0.417
H -3.2102 1.1496 4.1570 0.629
H -1.8748 0.9915 5.2989 0.349
H -2.0421 1.3722 -0.3554 0.299
H 0.5452 2.0147 7.5774 0.588
H 3.6806 1.6695 -9.1216 0.391
C 0.2084 -3.8839 -5.2368 -0.350
C 1.6930 2.0870 -3.0186 0.764
H -0.2595 2.9696 -3.3395 0.452
C 0.3493 -0.7192 9.6269 0.035
H -3.9239 -3.9464 -1.1029 0.424
H 3.6277 1.3926 -2.3327 0.471
C -2.2786 -0.4471 2.2913 -0.576
H 2.6591 5.5218 -1.4903 0.437
H -2.2099 2.8825 3.1032 0.377
C 3.0756 1.9526 -5.7707 -0.231
H 1.0621 -3.9943 -4.5680 0.409
C -0.6834 -2.8123 -5.0527 0.647
H -3.2105 -2.7789 0.9449 0.419
C 0.5307 0.9660 7.8549 -0.696
H 2.3322 -0.9410 2.3321 0.442
H 3.2632 2.6457 -4.9559 0.298
C -1.8046 -2.6715 -5.8686 -0.104
C -1.5022 -1.8184 -0.0204 0.138
C 2.6141 0.2211 -7.9084 -0.735
C -2.6492 -2.6356 0.0169 -1.000
C 0.3650 0.6122 9.2117 -0.335
C 3.5728 2.2679 -7.0411 -0.805
H 1.5295 -0.9930 -6.4951 0.283
H -0.5215 1.8804 -5.0415 0.822
O 0.4507 -3.2089 10.3921 -0.561
H 0.6501 2.3335 2.8662 0.718
C -2.0113 -3.5655 -6.9158 -0.756
N 0.2188 1.6329 10.2272 0.992
C 0.9472 0.3169 5.4186 0.662
C 1.9447 0.0502 2.0638 -1.111
H 0.3776 5.1667 -2.4530 0.436
C -1.7711 -0.2482 3.5800 -0.155
C 2.3783 4.5397 -1.8832 -0.488

No. 2
89
Properties=species:S:1:pos:R:3:mulliken_charge:R:1 method="wB97M-V/def2-TZVPD" homo_lumo_gap_ha=0.291 total_charge=0 e_homo_ev=-7.66
C -0.4722 -1.7503 2.5608 0.292
H -1.0724 -2.3637 3.2598 0.504
H -0.8175 7.7753 2.2354 0.374
H -8.4370 1.9993 0.6637 0.376
C 5.0508 -5.4646 0.5856 -0.493
C 1.8625 3.3066 1.8814 -0.425
H -1.0412 5.5767 1.1546 0.263
O 2.8995 -3.0207 0.6232 -0.707
C 3.1968 -3.1162 -4.7284 -0.913
H 5.3980 -4.7775 1.3652 0.430
H 4.1089 -4.3649 -3.2094 -0.311
C -5.3245 3.4916 2.4386 -0.484
H 1.1675 -0.1850 -2.6979 0.050
H -0.7614 3.6464 5.0072 0.367
H -1.0429 3.8814 0.0169 0.878
C -1.6223 3.2368 0.6927 -0.947
C 1.7357 -3.0184 -4.3567 -0.464
C 0.8211 2.4058 1.6591 0.055
P -3.5096 1.4987 1.5306 0.203
C 4.2550 -2.4235 -2.4883 -0.529
C 1.1292 -2.0514 -3.6769 -0.605
C -7.6496 3.6942 1.7542 -0.454
C -0.9071 5.6293 2.2359 0.024
H -4.7740 -2.2830 -2.5984 0.398
C 1.6126 -0.6290 -3.5986 -0.163
C -3.7696 0.6621 -1.2121 0.034
C 2.2750 1.0645 0.2530 -0.439
C 3.1432 -0.3878 -3.5440 -1.034
H 1.6845 4.1924 2.4951 0.336
C -7.5742 2.4166 1.1856 -0.529
C -4.1125 -0.2673 -2.1987 -0.720
C 5.6358 -6.7393 0.4208 -0.558
H -1.1946 -1.3501 1.8181 -0.767
H -8.5667 4.2869 1.6727 0.353
H 2.4483 0.1728 -0.3608 0.270
C -6.3820 1.6827 1.2364 -0.303
C 3.6821 -5.8592 -1.3454 -0.312
C -3.8229 0.3159 0.1435 0.370
H 4.4575 -7.4154 -2.7041 0.405
C -0.6100 5.8162 5.0004 -0.517
H 6.2674 -7.1695 1.2049 0.379
H -3.5100 1.6743 -1.5225 0.360
C 1.0271 1.2812 0.8330 -0.131
C -0.6187 6.9899 4.2328 -0.481
H 3.3043 -3.9596 -5.4291 0.385
H -6.5689 5.2049 2.8598 0.376
C -5.2280 2.2428 1.7942 0.207
C -4.4864 -1.5638 -1.8316 -0.490
C -0.8412 4.4580 3.0055 0.449
H -4.1214 0.0372 -3.2478 0.406
H -4.2615 -1.2644 1.5576 0.408
H 5.1873 -3.4934 -4.1591 0.387
H 3.8977 3.8325 1.4377 0.390
H 1.2171 -0.0517 -4.4590 0.352
H -4.4420 3.9218 2.9158 0.409
H 3.2752 0.6399 -3.2192 0.387
H -3.6377 3.3168 -0.1843 0.909
C 2.7836 -4.3125 0.4515 0.886
H -0.4965 5.8784 6.0773 0.365
C -4.5366 -1.9247 -0.4806 -0.635
C 4.5214 -6.9369 -1.7136 -0.252
C 3.3057 1.9877 0.4589 -0.442
Zn 0.9610 -2.5137 1.5580 0.182
H 3.5275 -2.2188 -5.2679 0.383
H -6.3302 0.6976 0.7664 0.300
H 4.5882 -2.8778 -1.5612 0.425
C -2.9144 2.8621 0.5085 -0.960
H 4.1673 -0.5447 -1.5892 0.214
O 1.7294 -4.9409 0.7852 -0.681
C 3.9002 -5.1355 -0.1504 0.721
H 1.1012 -3.8265 -4.8081 0.479
C 5.3824 -7.4846 -0.7463 -0.437
H 0.1180 -2.2125 -3.2651 0.435
H 5.8073 -8.4911 -0.9189 0.361
C 3.1030 3.1052 1.2765 -0.797
Br 2.1057 -5.5529 -2.3707 -0.021
C 4.2370 -3.3631 -3.6196 0.228
H 4.2718 1.8441 -0.0252 0.397
C -0.7870 6.8799 2.8526 -0.584
H -0.4908 7.9706 4.7083 0.356
H -0.0634 -0.8994 3.1404 0.160
C 3.9299 -1.1118 -2.4956 -0.287
P -0.8844 2.7412 2.2778 0.241
H 3.5390 -0.4522 -4.5610 0.576
C -0.7428 4.5587 4.4042 -0.655
H 0.2018 0.5946 0.6259 0.607
C -6.5217 4.2138 2.4049 -0.522
C -4.1983 -0.9954 0.5027 -0.473
H -4.8752 -2.9206 -0.1853 0.418

no.,M (g mol⁻¹),electronic energy (eV)
1,831.8,-80599.3259
2,785.0,-185348.4923